The following is a quantum chemistry calculation of a 16-piece molecular cluster, C87H124N13O19 overall at a distorted geometry, from OMol25.

The geometry in XYZ format:
```
243
C87H124N13O19 (ωB97M-V/def2-TZVPD)
O 5.166 -3.657 0.724
O 3.584 -2.225 1.477
O 0.864 4.818 -2.014
O -1.331 -3.750 -4.586
O 0.086 -6.378 1.477
O 4.383 6.847 -0.391
O 6.488 1.328 2.797
O -1.455 -1.178 4.187
O -0.870 -4.862 -0.100
O -2.618 -3.147 -2.739
O 2.208 7.745 -0.786
O -0.737 2.272 4.672
O -0.440 -4.254 1.996
O -0.922 2.795 2.397
O -0.810 -4.632 -2.577
O 4.330 1.162 2.257
O -5.758 -2.287 -3.554
O 4.924 3.085 3.088
O 4.121 -2.269 -0.694
N 0.847 -0.490 0.833
N -3.192 -5.432 8.757
N 6.486 3.746 -0.675
N 2.228 5.598 2.171
N 2.783 -0.812 -4.139
N 2.402 -5.737 -6.943
N -4.399 -1.018 2.175
N -4.238 -1.662 -5.114
N 2.314 -2.817 5.321
N -2.013 11.057 2.980
N 2.760 -7.388 -0.237
N -5.069 -6.450 -2.002
N -2.784 5.686 -2.360
C 2.237 -5.527 -8.395
C 3.792 -6.406 -2.145
C 1.120 -2.179 5.309
C -5.344 -7.669 -2.792
C 2.089 -1.836 -4.858
C -0.036 -2.699 5.805
C 0.915 -1.167 2.201
C 3.913 -1.167 -3.539
C -2.454 -4.066 6.984
C 1.942 7.851 2.803
C -3.611 3.384 -1.638
C -3.320 -1.807 2.030
C -1.530 8.787 2.376
C 2.986 4.561 1.477
C 3.854 -6.952 -0.851
C 1.456 -3.446 -1.393
C -1.545 -3.825 -3.334
C 3.064 1.451 -3.648
C 5.091 2.130 -2.305
C -4.104 6.164 -2.925
C 2.300 0.470 -4.181
C 5.067 3.488 -2.560
C -2.317 9.923 2.310
C 3.508 -6.285 -6.427
C -0.839 0.749 -0.675
C -4.626 -0.198 -3.236
C 3.566 -2.156 4.911
C -3.648 3.871 -0.138
C -0.894 11.077 3.763
C 5.783 1.632 -1.256
C -0.609 7.998 -4.556
C 1.730 0.760 0.972
C -1.566 7.708 -3.401
C 3.297 7.249 -0.685
C 0.104 6.382 2.821
C 5.841 4.261 -1.744
C -5.512 -2.158 0.405
C 2.697 6.816 2.342
C 0.935 5.350 2.429
C -4.429 -2.988 0.295
C 1.336 -1.360 -0.310
C 1.134 -4.736 6.192
C -3.446 -4.587 7.744
C -3.311 -2.794 1.085
C 1.470 -6.903 -2.151
C 4.727 -0.201 -3.023
C 4.184 -2.565 0.507
C 5.451 1.975 2.800
C -4.517 -4.181 -0.598
C 2.572 -6.462 -2.815
C -2.606 6.060 -0.910
C -0.033 -3.975 6.356
C -5.457 -4.162 -1.596
C 1.352 -5.384 -6.141
C 0.330 1.741 -0.823
C -2.959 12.205 2.913
C -3.732 5.393 -0.065
C 1.111 -2.807 -0.090
C -1.967 -5.889 8.965
C -5.487 -1.152 1.362
C -4.306 -5.871 9.627
C -3.815 -5.351 -0.312
C 6.495 2.438 -0.385
C -2.977 -0.864 -5.414
C 7.120 4.727 0.279
C 4.319 1.111 -3.047
C -2.599 4.125 -2.461
C -0.075 10.019 3.818
C -1.139 -4.493 7.153
C 3.592 -6.458 -5.060
C -4.952 -1.487 -3.916
C -4.424 -0.003 3.252
C -0.437 -5.116 1.106
C -4.135 -6.479 -1.049
C 2.507 -6.151 -4.257
C -0.911 -5.408 8.192
C -0.686 -0.027 0.594
C 2.871 -7.968 1.110
C -1.606 6.212 -3.204
C 2.312 -4.113 5.701
C -5.679 -5.314 -2.316
C 1.397 -5.574 -4.798
C 1.755 1.403 -0.501
C 0.565 7.693 2.955
C 1.533 -7.344 -0.862
C -0.347 8.846 3.079
C -0.759 2.541 3.551
H -3.591 -0.305 -2.854
H -6.237 -0.372 1.540
H 0.502 -5.303 -4.226
H -2.749 -3.428 6.165
H 6.511 4.844 1.206
H -1.559 4.045 -2.054
H -4.634 3.335 -2.019
H 0.537 -6.931 -2.712
H 0.474 -5.099 -6.718
H 1.388 0.807 -4.700
H 2.691 2.463 -3.550
H 7.063 2.073 0.485
H 3.118 3.661 2.088
H -1.814 1.254 -0.655
H 0.113 -3.068 0.237
H -4.019 -6.803 10.111
H -3.273 9.988 1.804
H -4.433 0.928 2.710
H 2.493 -3.158 -1.674
H 3.188 -5.390 -8.944
H 4.755 -6.809 -0.239
H 0.153 2.627 -0.190
H 7.106 5.653 -0.323
H 1.392 5.640 -1.962
H 4.015 4.846 1.264
H 0.583 4.342 2.247
H -1.454 -0.286 4.557
H 0.411 7.671 -4.249
H -2.424 13.104 3.260
H 1.284 -5.771 6.475
H 1.970 -1.443 2.317
H 5.951 5.313 -1.951
H 1.755 -6.416 -8.824
H 0.817 10.069 4.417
H 4.482 -6.964 -4.712
H -4.445 -4.221 7.699
H 0.226 -1.999 2.402
H -2.441 -1.462 -6.134
H -5.447 0.064 -2.557
H 0.627 -7.610 -0.288
H 2.430 2.272 -0.584
H -3.531 -7.350 -0.907
H 6.001 -3.329 0.405
H -1.293 -0.931 0.740
H 4.768 -6.245 -2.633
H 0.406 -6.438 2.336
H -0.654 5.918 -2.730
H -3.032 -2.852 -3.455
H 2.460 8.809 2.888
H 3.753 6.867 2.153
H -3.336 2.321 -1.638
H -4.153 5.976 -4.027
H -5.149 -7.386 -3.831
H -2.755 3.638 0.451
H -0.994 0.069 -1.526
H -1.797 -6.477 9.863
H 4.647 0.260 2.356
H 1.121 -1.155 4.946
H 2.152 -8.788 1.069
H -3.621 5.677 0.982
H -2.450 -0.796 -4.467
H -2.709 3.809 -3.499
H -5.159 -6.003 8.978
H -0.556 9.070 -4.759
H -1.581 5.765 -0.629
H -0.767 -4.914 -1.621
H -4.674 5.751 -0.445
H -3.219 12.491 1.868
H 5.684 -0.525 -2.612
H -0.892 0.655 1.430
H 2.354 -1.665 -5.933
H 0.751 -3.227 -2.176
H 2.467 -2.783 -4.491
H 0.098 -5.761 8.422
H -4.632 -8.441 -2.455
H 5.703 0.570 -0.901
H -4.555 3.563 0.400
H 1.267 1.517 1.622
H -4.479 -5.090 10.346
H 2.580 -7.181 1.825
H 2.406 -1.174 -0.399
H 2.184 0.772 -1.278
H -0.946 6.202 2.937
H 1.019 -1.806 -4.589
H -2.418 -3.374 1.085
H -0.656 12.036 4.245
H -1.679 5.738 -4.196
H 0.650 -0.327 2.891
H 3.370 -1.083 5.043
H 2.683 0.395 1.319
H 2.516 4.304 0.529
H 4.334 -2.489 5.606
H -3.685 -0.195 4.042
H 0.363 2.154 -1.845
H -4.617 0.567 -4.023
H -4.297 -2.619 -5.517
H 4.530 3.932 -3.382
H -3.032 -5.363 0.422
H -6.445 -2.371 -0.100
H 4.356 -6.437 -7.089
H -5.391 -0.123 3.787
H -3.299 0.080 -5.864
H -0.914 7.484 -5.472
H 1.528 -4.706 -8.512
H -5.994 -3.256 -1.767
H -1.278 8.230 -2.463
H -6.478 -5.362 -3.046
H -2.572 -1.541 2.863
H -4.898 5.570 -2.463
H 3.916 -8.309 1.279
H 1.450 -4.537 -1.286
H -1.818 7.977 1.759
H -4.270 7.237 -2.777
H -3.835 11.923 3.485
H 4.129 -2.254 -3.517
H 3.295 -4.608 5.653
H -0.925 -2.082 5.631
H -2.520 8.183 -3.631
H 1.811 -3.155 0.620
H 3.709 -2.261 3.837
H -6.356 -7.992 -2.600
H 8.124 4.444 0.503
H -2.696 7.174 -0.864
H 0.888 -1.062 -1.252
```

Output
- Electronic energy: -150430.4397 eV
- Net charge: +7
- LUMO: -13.024 eV